{"formula": "C43H40AsF3I2N5O3P2SSr", "method": "ωB97M-V with the def2-TZVPD basis set", "species": ["Sr", "N", "N", "C", "O", "O", "H", "H", "H", "I", "C", "C", "C", "I", "C", "C", "C", "C", "N", "C", "C", "O", "H", "H", "H", "H", "N", "P", "C", "C", "C", "C", "C", "C", "C", "C", "C", "C", "C", "C", "P", "C", "C", "C", "C", "C", "C", "C", "C", "C", "C", "C", "C", "H", "H", "H", "H", "H", "H", "H", "H", "H", "H", "H", "H", "H", "H", "H", "H", "H", "H", "H", "H", "H", "F", "C", "F", "F", "C", "C", "C", "C", "N", "C", "S", "H", "H", "H", "C", "As", "C", "C", "H", "H", "H", "H", "H", "H", "H", "H", "H"], "xyz": [[-0.548376, -1.051096, 1.214946], [-2.427597, -2.883541, 1.768920], [-2.870655, -3.384972, 0.509226], [-2.810173, -2.441072, -0.620077], [-3.676442, -2.607492, -1.490580], [-1.849503, -1.614537, -0.639618], [-2.080435, -3.649391, 2.360958], [-3.135535, -2.398753, 2.294971], [-3.873838, -3.712031, 0.529800], [-5.295538, 2.379690, 2.530770], [-4.061328, 1.101802, 3.740826], [-4.356140, 1.082907, 5.090745], [-3.562587, 0.431695, 5.984420], [-4.173318, 0.569572, 7.960794], [-2.386043, -0.221076, 5.521668], [-1.421660, -0.745119, 6.434377], [-0.276894, -1.341294, 5.985072], [-0.166231, -1.462718, 4.572022], [-1.013422, -0.996657, 3.711824], [-2.119545, -0.308522, 4.137551], [-3.015582, 0.329765, 3.146540], [-2.816919, 0.182355, 1.917353], [-5.231808, 1.612430, 5.406417], [-1.708195, -0.658166, 7.493528], [0.535881, -1.716910, 6.619174], [0.773895, -1.847145, 4.151017], [0.453641, 2.137558, -1.847253], [-0.957055, 2.297345, -0.900187], [-1.278786, 4.125168, -1.052543], [-0.748117, 4.994007, -2.010275], [-1.133321, 6.315045, -2.017110], [-1.985387, 6.810720, -1.080625], [-2.483702, 5.962331, -0.112194], [-2.083097, 4.623236, -0.049313], [-2.351389, 1.734796, -1.987997], [-3.498414, 1.177507, -1.401638], [-4.473413, 0.529987, -2.106489], [-4.426697, 0.486446, -3.485178], [-3.286477, 1.060277, -4.115131], [-2.262025, 1.663785, -3.381147], [1.154560, 0.617572, -1.741248], [0.956435, -0.271524, -3.368952], [-0.151387, -1.099733, -3.498939], [-0.456179, -1.725486, -4.697939], [0.342813, -1.479270, -5.790339], [1.386482, -0.542005, -5.722180], [1.685572, 0.067167, -4.525651], [2.970947, 0.890998, -1.706882], [3.569996, 2.118477, -1.295310], [4.930010, 2.132900, -1.051568], [5.710356, 1.008457, -1.200167], [5.133943, -0.160275, -1.635683], [3.767531, -0.246795, -1.875608], [0.331553, 2.311410, -2.817395], [-0.094319, 4.663692, -2.805587], [-0.719311, 6.961064, -2.738206], [-2.352812, 7.823786, -1.103517], [-3.212542, 6.360843, 0.610633], [-2.425537, 3.988615, 0.783723], [-3.527688, 1.120080, -0.290905], [-5.222892, -0.042405, -1.583720], [-5.205577, -0.007570, -4.028674], [-3.231233, 1.083677, -5.190861], [-1.403583, 2.056613, -3.934984], [-0.772214, -1.289693, -2.607607], [-1.283493, -2.422826, -4.774382], [0.128402, -2.033098, -6.670696], [1.931797, -0.286095, -6.620415], [2.450782, 0.816016, -4.477326], [2.946658, 3.016151, -1.136220], [5.445835, 3.032277, -0.777795], [6.774476, 1.116439, -1.014209], [5.688700, -1.059191, -1.820630], [3.310631, -1.189354, -2.170998], [5.446350, -0.332213, 4.617932], [4.540699, -0.836301, 3.737246], [5.260230, -1.570965, 2.868034], [3.838915, -1.741811, 4.419198], [3.586463, 0.232126, 3.096224], [3.851740, 1.588461, 3.212956], [2.928321, 2.522627, 2.676426], [1.767111, 2.043129, 2.098233], [1.549878, 0.741412, 1.926164], [2.413715, -0.175383, 2.375176], [2.152292, -1.850415, 1.873333], [4.768706, 1.923018, 3.670548], [3.123346, 3.584938, 2.642516], [0.971223, 2.633108, 1.634208], [-0.338372, -5.130942, -1.127617], [1.159896, -4.107460, -0.384916], [2.115198, -5.648787, 0.372672], [2.209362, -4.040168, -2.059095], [-0.110830, -5.736745, -1.980750], [-1.154502, -4.467681, -1.408408], [-0.727579, -5.710691, -0.338855], [2.016925, -6.560291, -0.200343], [1.776651, -5.861370, 1.391202], [3.180321, -5.390949, 0.516491], [2.327850, -5.022787, -2.479640], [3.189707, -3.613536, -1.883336], [1.679892, -3.369170, -2.770930]], "forces_ev_per_a": [[0.16, 0.91, -0.54], [0.79, -0.79, -0.03], [-1.85, 0.20, -0.16], [-0.41, -0.29, -0.55], [0.47, -0.11, 0.69], [-0.24, -0.50, -0.01], [-0.24, 0.31, -0.57], [-0.40, 0.33, -0.05], [1.53, 0.36, 0.03], [0.63, -0.72, 0.24], [0.13, -0.04, -1.10], [-0.03, 0.15, -0.31], [0.27, -0.10, -0.24], [0.12, -0.14, 0.44], [0.10, 0.02, 0.73], [-0.46, -0.17, 0.44], [-0.38, 0.05, -0.41], [1.69, -0.06, 0.75], [-1.00, 0.89, -0.16], [-0.42, -0.11, 0.53], [-0.08, 0.13, 0.60], [0.43, 0.05, -0.45], [-0.26, 0.20, 0.28], [0.58, -0.06, -0.44], [-0.56, 0.19, -0.21], [-0.49, -0.23, 0.11], [-0.12, 0.08, -0.49], [-0.98, 0.67, 0.11], [0.99, -0.87, 0.15], [-0.44, -0.53, -0.05], [0.70, -0.31, -0.17], [-1.17, 0.06, 0.77], [-0.53, -0.13, 0.91], [-0.76, 0.73, 0.43], [-0.16, -0.51, -0.38], [1.42, 0.17, 2.04], [-0.52, -0.38, -0.49], [1.81, 0.86, -0.22], [-1.02, 0.00, 0.45], [-0.33, -0.13, -0.12], [0.97, -2.36, 0.93], [-0.36, 1.42, -0.24], [-0.34, -0.36, 1.26], [0.21, -0.06, 0.12], [0.32, 0.44, 0.34], [-0.40, -0.47, -0.37], [-0.45, -0.28, 0.50], [-0.08, 0.82, 0.27], [-0.97, -0.84, -0.19], [-0.08, 0.42, -0.06], [0.43, 0.12, -0.18], [-0.54, -0.79, -0.29], [-0.04, 0.77, 0.21], [-0.09, 0.99, -1.07], [0.12, -0.26, 0.11], [0.40, 0.70, -0.90], [0.17, 0.24, -0.09], [0.48, -0.30, -0.23], [0.07, 0.22, -0.56], [-0.04, 0.11, -0.78], [-0.22, 0.17, 0.15], [-0.13, -0.18, -0.40], [0.08, -0.17, -0.24], [-0.21, -0.10, 0.19], [0.19, 0.06, -0.40], [0.01, 0.12, 0.13], [0.02, -0.13, -0.90], [0.12, -0.04, -0.02], [0.44, 0.19, 0.07], [0.37, -0.61, -0.17], [-0.09, 0.50, 0.25], [-0.07, -0.33, -0.03], [0.53, -0.20, 0.14], [0.13, 0.14, 0.02], [-0.35, 0.51, -0.37], [-0.64, 0.04, -0.56], [0.09, 0.62, -0.41], [-0.45, -0.01, 0.65], [0.52, -0.30, 0.40], [-0.81, 0.00, -0.59], [0.28, -0.25, 0.07], [0.18, -0.48, -0.39], [-0.49, -0.37, 0.26], [0.97, -1.02, -0.16], [0.38, 0.79, 0.40], [0.09, 0.07, 0.14], [0.12, 0.01, 0.30], [0.44, 0.38, 0.39], [-0.18, 1.18, -0.38], [-0.08, -0.40, -0.60], [0.66, 0.29, 0.93], [-0.53, 1.05, -0.10], [0.43, -0.49, -0.41], [0.08, 0.22, -0.05], [-0.46, -0.95, 0.95], [0.01, -0.13, -0.38], [-0.27, 0.09, -0.12], [-0.37, -0.08, -0.34], [-0.06, -0.46, -0.22], [0.22, 0.09, 0.16], [0.28, -0.49, 0.34]], "e_above_lowest_kj_mol": 0.0, "orbital_gap_ev": 6.953, "total_charge": -1, "energy_ev": -174281.2692}